# 1
{
  "formula": "C31H43GeN4O3S5V",
  "method": "ωB97M-V/def2-TZVPD",
  "e_tot_ha": -6663.62401,
  "molar_mass_g_mol": 803.6,
  "s2": 2.209,
  "relative_energy_kcal_mol": 0.0,
  "spin_multiplicity": 3,
  "orbital_gap_ev": [4.81, 4.74],
  "homo_energy_ha": [-0.025, -0.022],
  "fmax_ha_per_bohr": 0.0161,
  "total_charge": -2,
  "elements": ["H", "C", "H", "H", "C", "H", "C", "H", "H", "H", "C", "H", "S", "C", "H", "H", "C", "H", "C", "H", "H", "N", "C", "C", "H", "C", "C", "C", "C", "H", "H", "O", "H", "C", "H", "H", "C", "H", "H", "V", "C", "H", "H", "C", "C", "H", "C", "N", "N", "H", "C", "H", "H", "C", "N", "S", "H", "H", "C", "O", "Ge", "H", "H", "C", "C", "H", "H", "H", "H", "H", "C", "C", "H", "H", "C", "H", "H", "C", "C", "S", "H", "C", "S", "S", "C", "H", "O", "H"],
  "positions_angstrom": [[3.310782, 1.365614, 0.076409], [1.850727, -3.754072, -2.515625], [-0.635909, 2.253013, 3.585207], [6.637279, -0.254720, 2.216262], [-2.725799, -2.247845, 1.423469], [-0.974340, -3.952649, -0.004260], [3.824034, -2.490842, -2.983032], [-2.668508, -1.776005, -1.875162], [-4.870202, 4.146499, 3.692847], [1.254844, 3.038390, -5.241255], [1.621241, -0.035343, -3.849043], [-1.240731, -4.653744, 1.594871], [0.480128, 0.929223, 1.191321], [2.297533, -4.767640, -3.358498], [-1.366947, 3.588921, 4.523987], [1.227877, 3.655923, -2.840274], [3.897541, 0.503533, 0.366416], [-1.376322, 1.559818, -4.918162], [-1.790209, 0.716659, -2.249841], [0.897358, 3.801918, 2.469285], [1.444147, 1.928662, -1.115433], [-1.870655, -0.399790, -3.018987], [0.442557, 4.114556, 3.412045], [-2.326236, -3.337896, 3.600654], [-2.561455, -1.381335, 3.225188], [-4.576282, 2.482001, 2.346793], [1.488422, 1.641035, -2.157890], [-5.317960, 3.175455, 3.485166], [5.379776, -1.676690, 1.207646], [-1.505356, -0.353378, -3.953703], [-3.381416, -3.464683, -0.019569], [-1.762985, 0.745185, -1.040205], [-2.362205, 2.974277, -4.515029], [4.281216, -3.497904, -3.823407], [-3.093458, 1.352109, -4.455113], [-1.037782, -1.791913, -1.822179], [1.643858, 0.292484, -2.489277], [0.906398, -3.843413, -1.985693], [-5.041660, 1.518882, 2.123157], [-1.322556, -0.707793, 0.576267], [-3.110206, 2.204690, 2.659186], [1.241453, 6.131357, 3.355384], [-0.379867, 5.981097, 2.654239], [0.274568, 5.631338, 3.452754], [-0.844085, 3.326587, 3.597740], [1.483391, 0.649395, -5.879859], [-1.722033, -4.417268, 0.646976], [-2.943711, -2.247347, 2.861300], [-1.843080, -1.696653, -2.466628], [1.695333, -5.658559, -3.500647], [2.602082, -2.597544, -2.316344], [1.738537, -1.071184, -4.149424], [-2.971374, 1.910878, 3.702236], [5.021437, 0.691947, 1.160496], [-2.901356, -3.579483, 0.860938], [0.434788, -2.040756, 1.404595], [5.945413, -2.538581, 1.544093], [-5.267580, 2.568790, 4.393603], [1.358095, 2.274512, -4.478196], [-2.810430, 4.878908, 2.687707], [1.884460, -1.152859, -1.127334], [1.135069, 3.798233, 4.198044], [-2.055972, -5.359963, 0.200718], [1.482416, 0.937518, -4.833048], [5.767573, -0.398947, 1.585201], [5.235534, -3.394165, -4.329103], [-1.234235, -3.376550, 3.496424], [3.975608, -2.859381, 0.111041], [3.866659, -5.430214, -4.670891], [-0.181012, 5.947723, 4.394736], [0.324741, -1.798345, -0.278794], [1.352454, 2.620220, -3.134587], [-6.373274, 3.317156, 3.236855], [-2.757974, -4.285268, 3.276266], [4.261187, -1.853988, 0.402621], [-2.762597, 1.377529, 2.034713], [-2.555073, -3.202542, 4.659989], [0.274461, -0.445489, 2.189204], [3.514121, -4.641518, -4.015028], [-0.095926, -0.428741, 3.852371], [5.304551, 1.694438, 1.461404], [3.498702, -0.770185, -0.035796], [-2.051581, 3.637455, 2.290703], [-3.675039, -1.035839, 0.553271], [-2.182611, 1.927423, -4.279526], [-4.650135, 3.082544, 1.435671], [-1.812389, 1.897046, -2.911117], [4.432124, -1.601907, -2.839475]],
  "atomic_forces_ev_per_a": [[0.0, 0.0, 0.0], [0.0, 0.0, 0.0], [0.0, 0.0, 0.0], [0.0, 0.0, 0.0], [0.2, 0.1, -0.2], [0.0, 0.0, 0.0], [0.0, 0.0, 0.0], [0.0, 0.0, 0.0], [0.0, 0.0, 0.0], [0.0, 0.0, 0.0], [0.1, 0.0, 0.0], [0.0, 0.0, 0.0], [-0.2, 0.1, 0.1], [0.0, 0.0, 0.0], [0.0, 0.0, 0.0], [0.0, 0.0, 0.0], [0.0, 0.0, 0.0], [0.0, 0.0, 0.0], [0.0, -0.1, -0.1], [0.0, 0.0, 0.0], [0.0, 0.0, 0.0], [0.1, 0.0, 0.0], [0.0, 0.0, 0.0], [0.0, 0.0, 0.0], [0.0, 0.0, 0.0], [0.0, 0.0, 0.0], [0.0, 0.0, 0.0], [0.0, 0.0, 0.0], [0.0, 0.0, 0.0], [0.0, 0.0, 0.0], [0.0, 0.0, 0.0], [0.1, -0.1, 0.2], [0.0, 0.0, 0.0], [0.0, 0.0, 0.0], [0.0, 0.0, 0.0], [0.0, 0.0, 0.0], [0.0, 0.0, 0.0], [0.0, 0.0, 0.0], [0.0, 0.0, 0.0], [-0.7, -0.2, -0.5], [-0.1, -0.1, 0.0], [0.0, 0.0, 0.0], [0.0, 0.0, 0.0], [0.0, 0.0, 0.0], [0.0, 0.0, -0.1], [0.0, 0.0, 0.0], [0.0, 0.0, 0.0], [0.0, 0.0, 0.0], [-0.1, 0.0, -0.1], [0.0, 0.0, 0.0], [0.0, 0.0, 0.0], [0.0, 0.0, 0.0], [0.0, 0.0, 0.0], [0.0, 0.0, 0.0], [0.0, -0.1, 0.1], [0.3, -0.2, 0.0], [0.0, 0.0, 0.0], [0.0, 0.0, 0.0], [0.0, 0.0, 0.0], [0.0, 0.0, 0.0], [-0.1, 0.0, 0.1], [0.0, 0.0, 0.0], [0.0, 0.0, 0.0], [0.0, 0.0, 0.0], [0.0, 0.0, 0.0], [0.0, 0.0, 0.0], [0.0, 0.0, 0.0], [0.0, 0.0, 0.0], [0.0, 0.0, 0.0], [0.0, 0.0, 0.0], [0.0, 0.1, 0.1], [0.0, 0.0, 0.0], [0.0, 0.0, 0.0], [0.0, 0.0, 0.0], [0.0, 0.0, 0.0], [0.2, 0.1, 0.0], [0.0, 0.0, 0.0], [0.3, 0.1, 0.3], [0.0, 0.0, 0.0], [0.1, 0.0, 0.1], [0.0, 0.0, 0.0], [0.0, 0.0, -0.1], [0.0, -0.1, 0.0], [0.0, 0.2, -0.1], [0.0, 0.0, 0.0], [0.0, 0.0, 0.0], [-0.1, 0.0, 0.0], [0.0, 0.0, 0.0]],
  "lowdin_charge": [0.070, -0.102, 0.003, 0.085, -0.894, 0.023, -0.127, 0.022, 0.050, 0.090, -0.116, 0.050, 0.576, -0.107, 0.100, 0.100, -0.118, 0.072, -0.547, 0.083, 0.046, 0.016, -0.310, -0.180, 0.024, -0.299, -0.114, -0.125, -0.109, 0.115, 0.045, -0.033, 0.091, -0.117, 0.093, 0.003, -0.229, 0.078, 0.088, 0.164, -0.353, 0.059, 0.054, -0.130, -0.391, 0.090, -0.164, -0.129, 0.047, 0.089, -0.286, 0.089, 0.093, -0.104, -0.132, 0.687, 0.089, 0.069, -0.134, -0.573, 0.837, 0.107, 0.066, -0.122, -0.123, 0.086, 0.038, 0.099, 0.083, 0.069, -0.779, -0.097, 0.060, 0.060, -0.115, 0.035, 0.066, -1.601, -0.130, 0.410, 0.091, -0.259, 0.904, 0.576, -0.079, 0.102, -0.017, 0.103]
}

***

# 2
{
  "formula": "C24H51N6O6S",
  "method": "ωB97M-V/def2-TZVPD",
  "e_tot_ha": -2122.79591,
  "molar_mass_g_mol": 551.8,
  "orbital_gap_ev": 7.03,
  "homo_energy_ha": -0.382,
  "fmax_ha_per_bohr": 0.0979,
  "total_charge": 1,
  "elements": ["H", "O", "H", "C", "H", "H", "C", "C", "N", "H", "H", "C", "H", "C", "C", "H", "C", "C", "S", "H", "C", "H", "H", "H", "H", "H", "H", "H", "C", "C", "H", "H", "C", "H", "H", "H", "N", "N", "H", "H", "N", "H", "H", "H", "H", "H", "C", "C", "H", "H", "O", "H", "C", "H", "H", "C", "H", "H", "C", "H", "H", "C", "C", "H", "H", "O", "O", "H", "H", "O", "C", "H", "H", "C", "H", "H", "C", "C", "N", "H", "H", "N", "O", "H", "H", "H", "H", "C"],
  "positions_angstrom": [[-6.270984, -4.377163, 0.260379], [-4.220062, 1.654681, 0.431495], [-4.349160, 3.315632, -0.796482], [-0.718775, -2.642548, 0.726815], [-3.385518, -0.658059, 0.041686], [-1.517857, -1.300777, -0.926345], [-0.409770, 1.363049, -1.664074], [-5.533232, -0.378654, -0.273337], [-7.462640, -1.875479, -0.226757], [6.880587, 1.301336, 5.882538], [-1.533707, 2.420848, -4.502057], [6.128914, -0.210770, -1.611613], [8.414057, -1.278717, 4.106819], [6.329410, 1.201366, 2.169356], [0.421228, -1.624937, 1.078153], [9.880450, -0.345292, 3.774756], [-6.489424, -2.419312, 0.614800], [-0.041021, -0.120605, 0.895181], [0.777933, 0.478501, -0.654847], [8.078495, 1.708014, -1.782869], [-5.500731, 1.037658, 0.453590], [-2.438696, 4.206167, 0.037415], [3.541300, 2.796009, -2.512658], [-1.452338, -2.617846, 1.580740], [-6.213935, -3.982061, 1.975945], [7.539190, -0.318035, 6.192459], [6.456536, -0.035620, 4.797801], [-4.899038, -2.766382, -1.509638], [8.786100, -0.312262, 3.754059], [8.334609, -0.042089, 2.329258], [-6.243008, 1.771879, 0.053790], [-3.366722, 4.746668, 1.467304], [-6.804521, -0.810105, -1.047737], [-4.802917, -1.584741, 1.379652], [-3.210769, -3.202545, 0.484084], [-8.799924, -0.107027, -1.878180], [-5.671144, -1.323991, 0.912787], [-2.037756, 2.579503, -2.392693], [4.248008, -0.613585, -2.609511], [8.733115, -0.828457, 1.680478], [-1.471796, 2.074502, -1.271006], [6.403737, 2.333884, -1.793844], [-6.529971, -0.561062, -3.105231], [-8.076207, -2.511525, -0.735250], [5.253634, 1.093602, 2.310825], [0.703709, -1.757653, 2.159175], [-4.102197, -0.734375, -0.820873], [7.153692, 1.781187, -2.365054], [-3.798652, 0.024436, -1.584005], [-5.768049, 0.889542, 1.538447], [4.103617, 1.128558, -1.477820], [4.470693, 1.628957, -3.469928], [4.611806, -0.188133, -1.669246], [-1.158441, -0.086156, 0.773196], [6.510248, 1.655495, 1.188983], [-3.053973, 3.837667, 0.897798], [-0.831400, -2.859512, -1.477286], [-7.550370, 1.152637, -1.667952], [3.705843, 1.734204, -2.697145], [-2.760886, -4.058789, -1.026243], [7.362681, 2.327183, -3.285012], [-4.301962, 3.084954, 0.303964], [7.253815, 0.392648, 5.410370], [-0.328300, -3.695755, 0.712042], [-2.405593, 3.183507, 1.533332], [6.915795, -0.090140, 2.214948], [6.700243, 0.482861, -2.714371], [2.767116, 1.287836, -3.044438], [-8.395137, 0.587748, -0.188608], [8.388940, 0.735322, 4.631623], [-2.881349, -3.035798, -0.578555], [8.721399, 0.917761, 1.973180], [6.466889, -1.249523, -1.679221], [-8.009103, 0.247458, -1.179127], [6.489431, 0.200003, -0.663731], [-7.503676, -1.851984, -2.706800], [-1.330696, 2.164199, -3.450179], [-3.947721, -2.198788, -1.397566], [-6.685930, -1.308751, -2.431909], [-5.210739, 3.487834, 0.834905], [0.191168, 0.504010, 1.785793], [-6.336625, -3.690840, 1.012240], [-0.293074, 1.368062, -3.021164], [-3.501686, -2.096468, -2.425188], [4.220818, -0.800819, -0.848934], [6.719984, 1.854457, 2.953002], [1.369664, -1.809688, 0.504529], [-1.427670, -2.379010, -0.655207]],
  "atomic_forces_ev_per_a": [[-0.5, 0.1, 0.6], [-0.4, -0.2, 0.0], [-0.2, -0.1, 1.0], [0.4, 0.3, -0.2], [-0.8, 0.4, -0.8], [0.2, -0.7, 0.4], [-1.7, 0.7, 1.0], [1.2, -0.2, 2.3], [2.9, -2.5, 0.1], [0.1, 0.0, 0.0], [0.5, -0.4, 0.8], [0.0, -0.2, -0.4], [-0.1, 0.0, -0.1], [0.0, -0.1, -0.1], [0.2, 0.2, 0.6], [0.0, -0.1, 0.0], [0.3, 4.4, -1.0], [-1.0, -0.6, -0.1], [-0.3, 0.4, -0.6], [0.0, 0.1, 0.1], [-0.4, 1.1, 0.2], [-0.4, -0.4, 0.9], [0.0, 0.0, 0.1], [0.5, 0.1, -0.9], [0.4, 0.2, -0.4], [-0.1, -0.1, 0.0], [0.0, 0.0, 0.0], [0.6, 0.6, 0.1], [0.3, 0.5, 0.0], [-0.2, -0.5, 0.1], [0.4, -0.8, 0.0], [0.1, -0.9, -0.3], [-4.5, 1.4, -1.7], [-0.2, 0.3, -0.2], [0.3, 0.3, -0.8], [0.6, -0.1, 0.9], [-0.7, -3.7, 0.0], [0.6, -0.5, -2.7], [0.1, 0.0, 0.0], [0.0, 0.0, 0.0], [2.1, -1.4, -0.2], [0.0, 0.0, 0.0], [-0.1, -0.2, 0.3], [0.1, 0.1, 0.3], [0.0, -0.1, -0.1], [-0.3, 0.0, -1.0], [-0.3, -0.4, -0.7], [0.1, -0.1, -0.1], [-0.2, -0.5, 0.7], [0.0, -0.1, -1.1], [0.1, 0.0, -0.3], [0.0, 0.0, 0.0], [0.0, 0.2, 0.5], [1.0, 0.1, 0.0], [0.0, 0.1, 0.0], [0.2, 0.0, -0.7], [-0.6, 0.4, 0.7], [-0.6, -0.7, 0.4], [0.0, 0.0, 0.2], [-0.5, 0.8, 0.4], [0.0, -0.1, 0.0], [0.3, 1.1, -0.1], [0.1, 0.1, 0.0], [-0.2, 1.0, 0.1], [-0.7, 0.5, -0.5], [0.0, 0.2, 0.1], [-0.1, 0.2, 0.2], [0.0, 0.0, -0.1], [0.1, -0.4, -0.8], [-0.3, -0.2, -0.1], [0.3, 0.0, -0.9], [0.0, 0.0, 0.1], [0.0, 0.0, 0.1], [1.7, 1.5, 0.4], [-0.1, 0.0, 0.0], [0.3, 0.4, 0.1], [-1.0, 0.5, 2.8], [1.2, -0.2, -0.1], [1.3, -0.7, 0.4], [0.6, -0.6, -0.6], [0.2, -0.3, -0.9], [-0.5, -0.2, -0.1], [-0.1, 0.3, -0.1], [-0.7, -0.2, 0.8], [0.0, 0.0, 0.0], [0.0, 0.0, 0.0], [-0.9, 0.1, 0.4], [-0.7, -0.7, 0.7]],
  "lowdin_charge": [0.139, -0.194, 0.116, -0.208, 0.113, 0.071, -0.608, -0.240, 0.165, 0.089, 0.139, -0.191, 0.126, -0.108, -0.262, 0.126, -0.288, -0.427, 0.988, 0.089, -0.133, 0.058, 0.093, 0.106, 0.136, 0.089, 0.082, 0.081, -0.201, -0.201, 0.113, 0.074, -0.428, 0.150, 0.089, 0.090, 0.142, 0.025, 0.127, 0.125, 0.034, 0.081, 0.105, 0.159, 0.090, 0.113, -0.100, -0.106, 0.130, 0.145, -0.221, 0.088, -0.200, 0.070, 0.076, -0.082, 0.127, 0.092, -0.114, 0.114, 0.090, -0.252, -0.112, 0.122, 0.078, -0.203, -0.186, 0.070, 0.094, -0.190, -0.203, 0.127, 0.129, -0.026, 0.106, 0.089, -0.123, -0.182, 0.082, 0.119, 0.084, 0.199, 0.006, 0.123, 0.119, 0.086, 0.094, -0.192]
}

***

# 3
{
  "formula": "C5H8N3O3",
  "method": "ωB97M-V/def2-TZVPD",
  "e_tot_ha": -585.28419,
  "molar_mass_g_mol": 158.1,
  "relative_energy_kcal_mol": 0.0,
  "orbital_gap_ev": 8.40,
  "homo_energy_ha": -0.169,
  "fmax_ha_per_bohr": 0.0706,
  "smiles": "CO[C@@]1(C(=O)[O-])NN=N[C@H]1C",
  "total_charge": -1,
  "elements": ["H", "C", "N", "H", "H", "C", "H", "H", "O", "N", "N", "C", "O", "H", "H", "O", "C", "H", "C"],
  "positions_angstrom": [[-0.807726, 0.557270, 2.634189], [0.179436, 1.077117, -0.435626], [0.191829, 1.935903, 1.637555], [-0.676103, -2.518354, -0.196235], [0.551403, -1.680934, -1.052366], [0.363300, -2.140258, -0.083218], [1.203823, -2.868155, -0.044319], [1.637583, 1.679921, -1.550170], [0.442855, -1.153526, 0.909559], [0.433327, 2.276157, 0.472041], [-0.409038, 0.828138, 1.740529], [-2.099831, -0.216861, -0.013541], [-3.000950, 0.274143, 0.666559], [-0.566475, 1.463923, -1.170252], [2.169935, 0.536092, -0.256710], [-2.183487, -0.847734, -1.059826], [-0.513866, 0.079576, 0.510362], [1.590054, -0.050534, -1.667391], [1.493926, 0.768114, -1.041140]],
  "atomic_forces_ev_per_a": [[0.2, 0.0, -0.6], [-2.4, 0.7, 0.8], [0.2, 3.2, 0.6], [0.8, -0.4, 0.3], [-0.1, 0.1, -0.4], [-0.1, 0.0, -1.3], [-0.8, 0.1, 0.8], [1.4, 0.9, -0.7], [-1.7, 1.7, -0.9], [1.3, -0.4, -0.9], [-1.7, -3.2, 0.5], [0.8, -0.2, 0.8], [0.4, 0.5, 0.8], [0.5, -0.7, 0.3], [1.0, 0.4, 0.8], [0.6, -0.6, -1.0], [0.6, -1.3, 1.0], [-0.5, -1.5, -1.6], [-0.4, 0.4, 0.8]],
  "lowdin_charge": [0.150, -0.304, -0.064, 0.085, 0.053, -0.174, 0.085, 0.064, -0.164, 0.008, 0.007, -0.679, -0.035, 0.149, 0.078, -0.037, -0.198, 0.043, -0.069]
}

***

# 4
{
  "formula": "C3H2N2O",
  "method": "ωB97M-V/def2-TZVPD",
  "e_tot_ha": -300.11295,
  "molar_mass_g_mol": 82.1,
  "relative_energy_kcal_mol": 74.3,
  "orbital_gap_ev": [8.22, 8.41],
  "homo_energy_ha": [-0.383, -0.388],
  "fmax_ha_per_bohr": 0.0893,
  "total_charge": 0,
  "elements": ["C", "H", "C", "N", "C", "H", "O", "N"],
  "positions_angstrom": [[-0.303394, -0.702832, -0.672806], [0.285584, 0.494252, 1.741339], [-1.469460, -0.920866, 0.019469], [1.034711, 0.197515, 0.976644], [1.098231, -0.892118, 0.181148], [0.011204, -0.060476, -1.567255], [1.913094, -1.733962, -0.029566], [-2.453289, -1.199259, 0.579004]],
  "atomic_forces_ev_per_a": [[4.3, 1.6, 0.4], [1.9, -1.6, -2.3], [-1.4, -0.2, -0.2], [-1.5, 1.1, 1.0], [-2.5, -0.4, 0.1], [-1.6, -1.1, 1.2], [0.1, 0.4, 0.0], [0.7, 0.2, -0.2]],
  "lowdin_charge": [0.080, 0.155, -0.273, 0.219, -0.607, 0.141, 0.107, 0.178]
}